Record 1
{"formula": "C25H45N14O8", "method": "ωB97M-V with the def2-TZVPD basis set", "orbital_gap_ev": 9.2, "charge": 1, "e_above_lowest_kj_mol": 0.0, "e_homo_ev": -10.712, "elements": ["N", "C", "N", "H", "C", "C", "C", "N", "H", "H", "H", "H", "H", "H", "C", "N", "C", "O", "C", "C", "N", "C", "O", "N", "H", "H", "H", "H", "N", "C", "O", "C", "N", "C", "O", "C", "N", "C", "O", "C", "N", "H", "H", "C", "N", "C", "O", "H", "H", "H", "H", "H", "C", "O", "H", "H", "H", "H", "H", "H", "C", "N", "C", "O", "C", "H", "C", "N", "H", "H", "C", "H", "C", "H", "C", "N", "H", "H", "H", "H", "H", "H", "H", "H", "H", "H", "H", "H", "H", "H", "H", "H"], "xyz": [[3.63, 2.82, -1.40], [2.46, 3.37, -1.65], [1.41, 3.11, -0.86], [1.54, 2.39, -0.16], [0.03, 3.38, -1.23], [-0.05, 3.99, -2.63], [1.09, 4.99, -2.81], [2.33, 4.28, -2.62], [3.13, 4.49, -3.19], [1.07, 5.41, -3.82], [1.00, 5.81, -2.09], [-1.01, 4.47, -2.76], [0.06, 3.20, -3.37], [-0.40, 4.07, -0.49], [-0.80, 2.07, -1.17], [-1.18, 1.73, 0.17], [-2.42, 2.07, 0.61], [-3.18, 2.73, -0.07], [-2.76, 1.63, 1.99], [-3.69, 2.36, 2.63], [-4.24, 2.25, 3.90], [-3.83, 1.53, 5.00], [-2.78, 0.90, 5.07], [-4.68, 1.61, 6.05], [-5.58, 2.04, 6.00], [-4.44, 1.09, 6.88], [-5.06, 2.82, 4.04], [-4.11, 3.18, 2.06], [-2.13, 0.51, 2.55], [-1.89, -0.66, 1.93], [-2.03, -0.88, 0.73], [-1.41, -1.75, 2.90], [-1.43, -3.02, 2.22], [-2.62, -3.57, 1.86], [-3.68, -3.27, 2.36], [-2.46, -4.61, 0.74], [-2.23, -3.89, -0.50], [-1.09, -3.29, -0.85], [-0.06, -3.31, -0.18], [-1.17, -2.61, -2.22], [-2.54, -2.23, -2.49], [-2.64, -1.89, -3.44], [-2.85, -1.50, -1.86], [-0.13, -1.48, -2.32], [-0.57, -0.30, -1.60], [-0.11, 0.91, -1.91], [0.77, 1.11, -2.74], [-1.19, -0.43, -0.81], [0.04, -1.19, -3.36], [0.82, -1.84, -1.91], [-0.88, -3.38, -2.95], [-3.04, -3.73, -1.08], [-3.75, -5.43, 0.57], [-4.82, -4.61, 0.18], [-4.98, -3.98, 0.90], [-3.62, -6.17, -0.21], [-3.97, -5.94, 1.52], [-1.61, -5.26, 0.95], [-0.68, -3.17, 1.54], [-2.12, -1.79, 3.73], [0.00, -1.44, 3.44], [1.03, -1.72, 2.46], [1.42, -0.87, 1.51], [1.02, 0.28, 1.42], [2.47, -1.46, 0.58], [1.98, -2.27, 0.03], [3.03, -0.42, -0.40], [3.71, 0.67, 0.31], [3.12, 0.98, 1.07], [4.58, 0.33, 0.71], [3.95, -1.07, -1.44], [3.43, -1.94, -1.83], [4.30, -0.14, -2.61], [4.41, -0.74, -3.51], [5.59, 0.65, -2.39], [5.55, 1.91, -3.14], [6.46, 2.37, -3.10], [5.35, 1.72, -4.12], [5.71, 0.91, -1.34], [6.45, 0.02, -2.68], [3.47, 0.55, -2.78], [4.86, -1.42, -0.95], [2.18, 0.04, -0.93], [3.27, -1.89, 1.17], [1.34, -2.68, 2.40], [0.19, -2.06, 4.32], [0.05, -0.39, 3.71], [-2.17, 0.51, 3.58], [-0.52, 1.24, 0.77], [-1.75, 2.28, -1.70], [4.37, 2.80, -2.12], [3.69, 2.04, -0.72]], "nbo_charge": [-0.83, 0.70, -0.59, 0.42, -0.02, -0.43, -0.21, -0.58, 0.42, 0.23, 0.20, 0.24, 0.24, 0.22, -0.15, -0.65, 0.67, -0.63, -0.01, 0.04, -0.62, 0.80, -0.67, -0.81, 0.40, 0.42, 0.41, 0.24, -0.64, 0.71, -0.69, -0.15, -0.65, 0.70, -0.64, -0.17, -0.60, 0.70, -0.71, -0.14, -0.84, 0.38, 0.37, -0.23, -0.64, 0.68, -0.67, 0.45, 0.22, 0.20, 0.23, 0.46, -0.06, -0.72, 0.50, 0.19, 0.18, 0.23, 0.44, 0.25, -0.22, -0.60, 0.73, -0.71, -0.54, 0.27, -0.04, -0.86, 0.39, 0.37, -0.39, 0.22, -0.43, 0.21, -0.22, -0.85, 0.38, 0.37, 0.18, 0.19, 0.23, 0.20, 0.21, 0.22, 0.41, 0.23, 0.24, 0.45, 0.45, 0.27, 0.43, 0.43]}


Record 2
{"formula": "C25H46Br2O17", "method": "ωB97M-V with the def2-TZVPD basis set", "smiles": "C/C(Br)=C(/Br)COC=O.CCOC(=O)OC.CCOC(=O)OC.CCOC(=O)OC.CCOC(=O)OC.CCOC(=O)OC", "orbital_gap_ev": 10.0, "e_homo_ev": -9.556, "elements": ["C", "C", "Br", "C", "Br", "C", "O", "C", "O", "H", "H", "H", "H", "H", "H", "C", "C", "O", "C", "O", "O", "C", "H", "H", "H", "H", "H", "H", "H", "H", "C", "C", "O", "C", "O", "O", "C", "H", "H", "H", "H", "H", "H", "H", "H", "C", "C", "O", "C", "O", "O", "C", "H", "H", "H", "H", "H", "H", "H", "H", "C", "C", "O", "C", "O", "O", "C", "H", "H", "H", "H", "H", "H", "H", "H", "C", "C", "O", "C", "O", "O", "C", "H", "H", "H", "H", "H", "H", "H", "H"], "xyz": [[-0.41, 1.97, 0.40], [0.36, 0.73, 0.79], [-0.37, -0.84, 0.06], [1.42, 0.70, 1.60], [2.26, -0.91, 2.11], [2.05, 1.93, 2.22], [1.71, 2.07, 3.61], [0.39, 2.35, 3.83], [-0.07, 3.44, 3.73], [-0.75, 1.90, -0.64], [-1.29, 2.09, 1.05], [0.21, 2.87, 0.49], [1.74, 2.83, 1.69], [3.14, 1.86, 2.18], [-0.22, 1.46, 4.06], [-4.19, 7.04, -2.36], [-3.14, 5.98, -2.61], [-2.00, 6.16, -1.75], [-2.14, 5.71, -0.51], [-3.10, 5.15, -0.06], [-1.02, 5.98, 0.16], [-1.04, 5.58, 1.54], [-3.76, 8.03, -2.47], [-5.00, 6.93, -3.09], [-4.61, 6.94, -1.36], [-2.74, 6.05, -3.62], [-3.54, 4.98, -2.46], [-1.34, 4.55, 1.64], [-1.72, 6.21, 2.12], [-0.02, 5.71, 1.91], [-2.10, -3.57, -2.82], [-2.04, -2.11, -3.18], [-1.54, -1.91, -4.52], [-2.43, -2.09, -5.49], [-3.59, -2.37, -5.35], [-1.81, -1.91, -6.66], [-2.65, -2.09, -7.81], [-1.13, -4.04, -2.96], [-2.39, -3.68, -1.77], [-2.84, -4.09, -3.43], [-1.33, -1.58, -2.54], [-3.01, -1.63, -3.08], [-3.54, -1.48, -7.74], [-2.93, -3.14, -7.91], [-2.04, -1.79, -8.66], [1.09, -1.60, -9.55], [1.24, -0.12, -9.81], [1.76, 0.14, -11.13], [0.87, 0.07, -12.12], [-0.31, -0.16, -11.99], [1.50, 0.29, -13.27], [0.66, 0.23, -14.43], [2.03, -2.12, -9.72], [0.78, -1.76, -8.52], [0.33, -2.03, -10.21], [1.97, 0.33, -9.14], [0.29, 0.41, -9.69], [-0.20, 0.89, -14.32], [0.32, -0.79, -14.59], [1.28, 0.56, -15.25], [-2.84, -3.82, 6.36], [-1.93, -3.97, 5.16], [-1.32, -2.72, 4.80], [-0.26, -2.37, 5.53], [0.23, -3.00, 6.43], [0.17, -1.18, 5.10], [1.29, -0.65, 5.83], [-3.58, -3.04, 6.18], [-3.36, -4.76, 6.55], [-2.27, -3.56, 7.25], [-2.49, -4.26, 4.28], [-1.15, -4.71, 5.34], [2.09, -1.38, 5.89], [0.97, -0.37, 6.84], [1.62, 0.22, 5.28], [2.16, -3.31, 9.85], [3.23, -3.32, 8.78], [3.94, -2.07, 8.73], [4.89, -1.91, 9.66], [5.22, -2.71, 10.49], [5.42, -0.69, 9.51], [6.44, -0.37, 10.45], [1.49, -2.46, 9.70], [1.57, -4.23, 9.78], [2.60, -3.25, 10.84], [2.79, -3.42, 7.79], [3.94, -4.13, 8.93], [7.21, -1.14, 10.46], [6.02, -0.27, 11.45], [6.86, 0.58, 10.12]], "mulliken_charge": [-1.21, 0.68, -0.15, 0.10, -0.13, -0.87, -0.38, 0.21, -0.45, 0.61, 0.30, 0.17, 0.31, 0.38, 0.41, -1.09, -0.19, -0.38, 0.79, -0.57, -0.36, -0.52, 0.29, 0.36, 0.31, 0.29, 0.31, 0.17, 0.36, 0.21, -1.15, 0.13, -0.40, 0.73, -0.56, -0.27, -0.59, 0.31, 0.34, 0.37, 0.02, 0.32, 0.32, 0.32, 0.09, -1.05, -0.19, -0.35, 0.79, -0.56, -0.34, -0.63, 0.34, 0.30, 0.29, 0.30, 0.30, 0.30, 0.29, 0.22, -1.10, -0.19, -0.35, 0.68, -0.56, -0.08, -0.59, 0.30, 0.36, 0.29, 0.30, 0.31, 0.29, 0.30, 0.09, -1.17, -0.10, -0.30, 0.73, -0.56, -0.33, -0.65, 0.27, 0.35, 0.39, 0.22, 0.35, 0.30, 0.29, 0.22]}


Record 3
{"formula": "C25H46FN5O9", "method": "ωB97M-V with the def2-TZVPD basis set", "smiles": "[H]/N=C\\C[C@@]1(CC=O)OC(=O)[C@@](C[C@@H](O)CN)(OCCC)[C@H]1CC(=O)F.CNC(C)=O.CNC(C)=O.CNC(C)=O", "orbital_gap_ev": 9.6, "e_homo_ev": -9.260, "elements": ["C", "C", "C", "O", "C", "C", "C", "O", "C", "N", "C", "O", "O", "C", "C", "C", "N", "C", "C", "O", "C", "C", "C", "O", "F", "H", "H", "H", "H", "H", "H", "H", "H", "H", "H", "H", "H", "H", "H", "H", "H", "H", "H", "H", "H", "H", "H", "H", "H", "H", "C", "C", "O", "N", "C", "H", "H", "H", "H", "H", "H", "H", "C", "C", "O", "N", "C", "H", "H", "H", "H", "H", "H", "H", "C", "C", "O", "N", "C", "H", "H", "H", "H", "H", "H", "H"], "xyz": [[2.47, -4.15, 4.84], [2.33, -2.97, 3.86], [1.22, -2.00, 4.29], [1.55, -0.62, 4.22], [1.34, 0.25, 3.12], [2.67, 0.92, 2.67], [4.00, 0.19, 2.40], [4.35, -0.62, 3.51], [4.09, -0.53, 1.01], [4.31, -1.98, 1.06], [0.48, 1.43, 3.69], [0.79, 2.15, 4.58], [-0.69, 1.56, 3.03], [-1.01, 0.32, 2.32], [-1.76, -0.58, 3.31], [-3.22, -0.21, 3.54], [-3.67, 0.94, 3.82], [-1.86, 0.75, 1.11], [-2.68, -0.34, 0.47], [-3.47, -0.14, -0.40], [0.42, -0.14, 1.93], [0.59, -1.50, 1.25], [0.28, -1.44, -0.22], [0.58, -0.59, -0.98], [-0.37, -2.54, -0.65], [1.51, -4.41, 5.31], [3.17, -3.90, 5.64], [2.84, -5.04, 4.34], [3.26, -2.41, 3.81], [2.11, -3.37, 2.87], [0.30, -2.22, 3.75], [0.98, -2.16, 5.35], [2.47, 1.48, 1.75], [2.88, 1.67, 3.45], [4.72, 1.02, 2.33], [5.31, -0.71, 3.53], [4.94, -0.08, 0.48], [3.21, -0.26, 0.41], [3.51, -2.50, 0.74], [5.07, -2.23, 0.42], [-1.73, -1.63, 2.97], [-1.24, -0.55, 4.27], [-3.95, -1.03, 3.46], [-2.90, 1.62, 3.83], [-1.22, 1.21, 0.35], [-2.55, 1.53, 1.44], [-2.51, -1.38, 0.82], [0.71, 0.60, 1.18], [0.01, -2.31, 1.71], [1.65, -1.80, 1.30], [2.25, -1.39, -3.73], [3.45, -0.75, -4.39], [4.58, -0.87, -3.94], [3.23, -0.03, -5.52], [1.96, 0.23, -6.18], [2.61, -1.92, -2.85], [1.52, -0.65, -3.42], [1.77, -2.10, -4.40], [4.06, 0.37, -5.92], [1.98, -0.14, -7.21], [1.76, 1.30, -6.21], [1.15, -0.25, -5.64], [-0.36, -2.25, -8.44], [-0.01, -0.97, -9.17], [1.15, -0.66, -9.40], [-1.03, -0.17, -9.56], [-2.46, -0.38, -9.38], [0.57, -2.76, -8.20], [-0.90, -2.04, -7.52], [-0.98, -2.90, -9.06], [-0.73, 0.66, -10.04], [-2.97, -0.43, -10.33], [-2.89, 0.43, -8.79], [-2.63, -1.31, -8.85], [-4.78, 6.23, 2.97], [-4.21, 4.86, 3.27], [-3.12, 4.51, 2.84], [-4.95, 4.03, 4.03], [-6.26, 4.25, 4.61], [-4.06, 6.76, 2.35], [-5.72, 6.16, 2.44], [-4.94, 6.80, 3.89], [-4.50, 3.14, 4.19], [-6.23, 4.16, 5.70], [-6.98, 3.52, 4.23], [-6.62, 5.24, 4.36]], "mulliken_charge": [-1.46, 0.33, -0.40, -0.40, 1.45, -1.73, -0.20, -0.56, -0.56, -0.54, -0.27, -0.58, -0.38, 1.81, -0.72, -0.54, -0.69, -1.13, -0.12, -0.51, -0.80, 0.44, -0.06, -0.51, -0.33, 0.36, 0.36, 0.37, -0.03, 0.09, 0.03, 0.65, 0.37, 0.55, 0.50, 0.40, 0.60, 0.01, 0.22, 0.28, 0.41, 0.49, 0.41, 0.44, 0.60, 0.12, 0.39, 0.88, 0.58, -0.73, -1.05, 0.67, -0.68, -0.12, -0.78, 0.20, 0.32, 0.42, 0.23, 0.33, 0.25, 0.24, -1.36, 0.81, -0.66, -0.18, -0.81, 0.29, 0.36, 0.45, 0.23, 0.28, 0.28, 0.30, -1.47, 0.97, -0.60, -0.02, -0.93, 0.30, 0.37, 0.38, 0.10, 0.29, 0.28, 0.36]}


Record 4
{"formula": "C25H46N4S", "method": "ωB97M-V with the def2-TZVPD basis set", "orbital_gap_ev": 7.6, "e_homo_ev": -8.068, "elements": ["C", "C", "C", "C", "C", "C", "C", "C", "C", "C", "C", "C", "N", "S", "N", "C", "H", "H", "H", "H", "H", "H", "H", "H", "H", "H", "H", "H", "H", "H", "H", "H", "C", "C", "N", "C", "C", "C", "C", "H", "H", "H", "H", "H", "H", "H", "H", "H", "H", "H", "H", "H", "H", "H", "C", "C", "N", "C", "C", "C", "C", "H", "H", "H", "H", "H", "H", "H", "H", "H", "H", "H", "H", "H", "H", "H"], "xyz": [[-6.40, 5.01, -1.14], [-5.68, 4.03, -1.65], [-4.32, 3.75, -1.17], [-3.37, 4.73, -1.12], [-2.04, 4.52, -0.67], [-1.05, 5.64, -0.65], [-1.26, 6.63, 0.49], [-1.13, 6.09, 1.92], [-0.03, 5.03, 2.12], [-0.83, 7.31, 2.84], [-1.67, 3.25, -0.28], [-2.62, 2.21, -0.33], [-2.39, 0.92, 0.00], [-3.76, 0.15, -0.27], [-4.70, 1.33, -0.79], [-3.94, 2.44, -0.77], [-7.41, 5.23, -1.47], [-5.98, 5.63, -0.37], [-6.09, 3.41, -2.44], [-3.65, 5.72, -1.45], [-0.04, 5.26, -0.69], [-1.18, 6.20, -1.58], [-2.25, 7.09, 0.40], [-0.55, 7.45, 0.36], [-2.07, 5.69, 2.29], [-0.48, 4.09, 2.45], [0.63, 5.33, 2.93], [0.60, 4.87, 1.25], [0.24, 7.48, 2.87], [-1.26, 8.22, 2.42], [-1.19, 7.16, 3.85], [-0.68, 3.03, 0.07], [0.24, -6.24, -0.72], [-0.14, -4.81, -0.35], [-1.57, -4.61, -0.19], [-1.93, -3.20, -0.09], [-1.42, -2.40, 1.11], [-2.23, -5.50, 0.74], [-1.74, -5.52, 2.20], [-0.28, -6.55, -1.63], [1.31, -6.30, -0.90], [0.00, -6.95, 0.07], [0.21, -4.15, -1.15], [0.42, -4.52, 0.56], [-3.02, -3.12, -0.15], [-1.56, -2.71, -1.00], [-1.98, -2.64, 2.02], [-1.55, -1.33, 0.93], [-0.36, -2.56, 1.31], [-2.16, -6.51, 0.34], [-3.30, -5.27, 0.73], [-0.65, -5.53, 2.26], [-2.10, -6.43, 2.69], [-2.11, -4.68, 2.77], [7.10, -2.06, -1.28], [5.79, -1.71, -0.59], [4.64, -1.81, -1.47], [3.43, -1.23, -0.91], [2.83, -1.89, 0.34], [4.47, -3.08, -2.16], [4.32, -4.34, -1.30], [7.26, -1.43, -2.16], [7.93, -1.89, -0.59], [7.14, -3.11, -1.59], [5.85, -0.68, -0.24], [5.68, -2.34, 0.30], [2.67, -1.19, -1.69], [3.65, -0.19, -0.66], [2.32, -2.82, 0.10], [2.09, -1.23, 0.78], [3.58, -2.10, 1.10], [5.32, -3.22, -2.83], [3.60, -2.99, -2.82], [5.03, -4.37, -0.48], [4.51, -5.23, -1.92], [3.31, -4.45, -0.89]], "mulliken_charge": [-0.76, -0.55, 0.35, -0.48, 0.45, -1.62, -1.10, 1.04, -1.43, -1.70, -1.06, 0.25, -0.51, 0.20, -0.71, 1.06, 0.28, 0.31, 0.34, 0.61, 0.57, 0.44, 0.41, 0.49, 0.34, 0.24, 0.50, 0.27, 0.41, 0.40, 0.39, 0.49, -1.51, -0.21, 0.14, -0.67, -0.69, -0.72, -0.96, 0.33, 0.39, 0.30, 0.42, 0.22, 0.41, 0.29, 0.18, 0.28, 0.20, 0.37, 0.37, 0.22, 0.38, 0.30, -1.45, -0.30, 0.15, -0.87, -0.43, -0.76, -0.55, 0.33, 0.43, 0.30, 0.44, 0.24, 0.35, 0.39, -0.21, 0.42, 0.28, 0.36, 0.33, 0.23, 0.40, -0.11]}


Record 5
{"formula": "C25H46O2P2Pt", "method": "ωB97M-V with the def2-TZVPD basis set", "orbital_gap_ev": [6.9, 4.2], "charge": 2, "e_homo_ev": [-13.170, -13.160], "multiplicity": 5, "elements": ["Pt", "C", "C", "C", "C", "C", "C", "H", "H", "H", "C", "H", "H", "H", "C", "H", "H", "H", "C", "H", "H", "H", "C", "H", "H", "H", "C", "C", "C", "C", "C", "C", "C", "C", "H", "H", "H", "H", "H", "H", "H", "H", "H", "H", "H", "H", "P", "C", "H", "H", "H", "C", "H", "H", "H", "C", "H", "H", "H", "P", "C", "H", "H", "H", "C", "H", "H", "H", "C", "H", "H", "H", "O", "C", "O", "H"], "xyz": [[0.10, -0.99, -1.58], [-2.52, 1.83, 0.59], [-3.11, 0.91, -0.33], [-2.42, -0.28, 1.51], [-2.12, 1.09, 1.74], [-3.02, -0.39, 0.23], [-2.41, 3.29, 0.40], [-2.24, 3.54, -0.65], [-1.58, 3.70, 0.99], [-3.33, 3.80, 0.72], [-1.54, 1.64, 2.98], [-1.29, 2.70, 2.86], [-0.62, 1.09, 3.26], [-2.23, 1.54, 3.82], [-2.22, -1.38, 2.48], [-3.11, -1.52, 3.12], [-1.37, -1.17, 3.15], [-2.04, -2.33, 1.97], [-3.49, -1.63, -0.43], [-4.55, -1.55, -0.72], [-3.38, -2.49, 0.23], [-2.91, -1.83, -1.35], [-3.79, 1.28, -1.59], [-4.77, 1.74, -1.39], [-3.96, 0.39, -2.21], [-3.20, 2.01, -2.16], [1.57, 0.24, -2.07], [0.28, 0.94, -1.91], [-0.50, 1.38, -3.13], [-1.25, 0.22, -3.84], [-1.01, -1.13, -3.19], [0.29, -1.79, -3.37], [1.37, -1.13, -4.22], [2.12, -0.01, -3.46], [0.18, 1.88, -3.84], [-0.96, 0.19, -4.90], [-1.24, 2.12, -2.79], [2.14, 0.92, -4.06], [2.30, 0.48, -1.29], [0.18, 1.60, -1.05], [3.18, -0.32, -3.34], [2.11, -1.90, -4.48], [0.25, -2.89, -3.42], [0.96, -0.74, -5.16], [-2.33, 0.43, -3.79], [-1.89, -1.77, -3.15], [1.93, 2.31, 1.70], [2.16, 3.12, 3.34], [3.19, 3.51, 3.42], [1.96, 2.38, 4.12], [1.44, 3.94, 3.42], [3.39, 1.19, 1.74], [4.29, 1.75, 2.03], [3.53, 0.74, 0.74], [3.19, 0.39, 2.46], [2.61, 3.63, 0.63], [2.77, 3.23, -0.38], [3.56, 4.01, 1.04], [1.88, 4.45, 0.57], [1.14, -3.10, 0.08], [0.15, -4.59, -0.19], [0.79, -5.35, -0.65], [-0.69, -4.34, -0.88], [-0.24, -4.93, 0.78], [2.83, -3.35, -0.54], [2.89, -3.03, -1.59], [3.06, -4.42, -0.46], [3.52, -2.76, 0.07], [1.17, -2.57, 1.81], [1.74, -3.30, 2.40], [0.14, -2.50, 2.19], [1.64, -1.58, 1.89], [1.52, -1.89, 4.84], [1.33, -0.65, 4.76], [1.08, 0.07, 3.74], [1.37, -0.10, 5.73]], "mulliken_charge": [0.22, 0.14, 1.22, 1.04, 0.76, 0.30, -1.72, 0.36, 0.40, 0.38, -0.65, 0.36, -0.37, 0.43, -1.62, 0.40, 0.12, 0.45, -1.06, 0.39, 0.40, -0.04, -1.69, 0.41, 0.43, 0.39, 0.26, -0.11, -0.90, -1.39, -0.28, -0.65, -0.85, -0.95, 0.46, 0.54, 0.23, 0.42, 0.07, 0.33, 0.38, 0.44, 0.50, 0.27, 0.37, 0.92, 0.87, -1.18, 0.43, 0.21, 0.37, -1.25, 0.48, 0.27, 0.15, -1.31, 0.33, 0.42, 0.37, 0.98, -1.33, 0.44, 0.30, 0.40, -1.23, 0.24, 0.48, 0.37, -0.94, 0.52, 0.09, 0.06, -0.18, 0.09, -0.37, 0.40]}


no.,largest force on an atom (eV/Å),DFT total energy (a.u.),molecular weight (g/mol)
1,0.8,-2348.24676,669.7
2,0.9,-7407.33127,778.4
3,1.2,-2030.99485,579.7
4,1.1,-1597.33548,434.7
5,9.0,-1931.90031,635.7